Formula: C3H4O
Source: OMol25
Level of theory: wB97M-V/def2-TZVPD

Positions of all 8 atoms, in Å:
O -2.370 -0.091 -0.050
C 0.044 -0.437 0.102
C -1.229 0.308 0.054
C 1.335 -0.088 -0.081
H 1.485 1.008 0.122
H -0.329 -1.417 0.125
H -1.128 1.398 0.033
H 2.193 -0.682 -0.305

Values from the calculation:
Orbital gap, eV: 9.898
E_LUMO, eV: -0.1
Structure (SMILES): C=CC=O
Energy above the lowest of the compared OMol25 structures with the same formula, charge and spin, kJ/mol: 64.0
HOMO level, eV: -10.038

Formula: C4H11AgNO13S3
Source: OMol25
Level of theory: wB97M-V/def2-TZVPD

Positions of all 33 atoms, in Å:
Ag -0.651 -0.369 0.753
S -3.712 -0.407 0.562
S -0.488 3.034 0.646
S -0.959 -2.292 2.876
O -0.387 3.081 -0.823
O 1.552 -0.664 0.267
O -0.587 -2.480 1.509
O -2.275 -2.815 2.949
O 0.488 3.989 1.171
O -4.199 -1.446 1.433
O -3.257 0.806 1.340
O -0.993 -0.876 2.827
O -4.650 -0.002 -0.449
O -2.490 -0.867 -0.051
O -0.225 1.629 1.052
O -1.762 3.449 1.142
O 0.054 -2.734 3.818
N -0.245 0.424 -1.487
C 1.352 0.313 -3.315
C 0.918 -0.318 -2.000
C 2.567 -0.860 1.210
C 2.026 -0.123 -0.966
H 1.138 1.381 -3.359
H 2.308 0.925 -0.864
H 2.961 -0.575 -1.298
H -0.988 0.469 -2.169
H 0.703 -0.136 -4.068
H 3.001 0.099 1.493
H 2.223 -1.431 2.073
H 2.410 0.173 -3.538
H 0.747 -1.378 -2.184
H 3.429 -1.399 0.818
H -0.011 1.399 -1.367

Values from the calculation:
Total charge: -4
Expectation value of S²: 0.753
Orbital gap (spin up / spin down), eV: 3.061 / 3.026
2S+1: 2
E_LUMO (spin up / spin down), eV: 8.8 / 8.8
Energy above the lowest of the compared OMol25 structures with the same formula, charge and spin, kJ/mol: 210.4
HOMO level (spin up / spin down), eV: 5.723 / 5.765

Formula: C2H3F2P
Source: OMol25
Level of theory: wB97M-V/def2-TZVPD

Positions of all 8 atoms, in Å:
P 1.185 -0.428 -0.879
F -1.689 -1.690 0.207
F 0.520 -0.592 1.936
C 0.154 -0.364 0.733
C 0.015 0.867 0.055
H -0.740 1.033 -0.696
H 0.430 1.851 0.284
H 0.126 -0.677 -1.640

Values from the calculation:
Orbital gap (spin up / spin down), eV: 8.339 / 8.346
E_LUMO (spin up / spin down), eV: -1.7 / -1.7
Energy above the lowest of the compared OMol25 structures with the same formula, charge and spin, kJ/mol: 553.6
HOMO level (spin up / spin down), eV: -10.062 / -10.068

Formula: CH5NOP
Source: OMol25
Level of theory: wB97M-V/def2-TZVPD

Positions of all 9 atoms, in Å:
P -0.638 -1.138 0.903
O 0.645 1.628 -1.647
N 0.070 0.971 -0.673
C 0.267 -0.358 -0.429
H -0.115 -0.205 1.888
H 0.611 -0.976 -1.208
H -1.988 -0.559 0.422
H 1.416 -0.700 0.531
H -0.268 1.336 0.213

Values from the calculation:
Total charge: -1
Orbital gap (spin up / spin down), eV: 6.062 / 6.063
E_LUMO (spin up / spin down), eV: 4.7 / 4.7
Energy above the lowest of the compared OMol25 structures with the same formula, charge and spin, kJ/mol: 457.1
HOMO level (spin up / spin down), eV: -1.405 / -1.406

Formula: C2HO4S
Source: OMol25
Level of theory: wB97M-V/def2-TZVPD

Positions of all 8 atoms, in Å:
S -1.929 0.573 0.079
O 0.544 -1.067 0.662
O -2.552 0.545 1.394
O -2.586 -0.327 -0.850
O -1.282 1.710 -0.515
C 1.550 -0.632 0.201
C 2.682 -0.381 -0.209
H 3.572 -0.422 -0.761

Values from the calculation:
Total charge: -1
Orbital gap (spin up / spin down), eV: 5.122 / 5.255
E_LUMO (spin up / spin down), eV: 1.9 / 2.0
Energy above the lowest of the compared OMol25 structures with the same formula, charge and spin, kJ/mol: 335.4
HOMO level (spin up / spin down), eV: -3.218 / -3.291

Formula: CH5NOP2
Source: OMol25
Level of theory: wB97M-V/def2-TZVPD

Positions of all 10 atoms, in Å:
P 1.149 -3.049 -2.154
P -0.530 -0.615 -1.142
O 0.504 0.448 -0.354
N 0.566 -1.673 -1.756
C -0.297 1.262 0.466
H -0.290 0.872 1.588
H -1.129 -1.452 0.887
H 2.316 -2.614 -2.743
H -1.370 0.975 0.156
H 0.168 2.306 0.320

Values from the calculation:
Orbital gap (spin up / spin down), eV: 6.781 / 6.779
E_LUMO (spin up / spin down), eV: -1.4 / -1.4
Energy above the lowest of the compared OMol25 structures with the same formula, charge and spin, kJ/mol: 321.2
HOMO level (spin up / spin down), eV: -8.223 / -8.221